Entry from the Open Molecules 2025 dataset: the molecule ClH3P2 (ωB97M-V/def2-TZVPD).

Output
* relative energy (zero: lowest compared OMol25 entry of this formula, charge and spin): 9.00 kcal per mole
* 2S+1: 3
* Kohn-Sham gap (spin up / spin down): 8.42 / 5.74 eV
* highest occupied orbital energy (spin up / spin down): -0.2836 / -0.3596 hartree

Element x y z (Å)
P -0.456 0.096 -1.063
P 0.674 0.392 0.688
Cl 0.250 -1.979 1.661
H -1.656 0.273 -0.377
H -0.686 1.564 -1.207
H 1.874 -0.348 0.299



Entry from the Open Molecules 2025 dataset: the molecule C4H8ClOP (ωB97M-V/def2-TZVPD).

Output
* relative energy (zero: lowest compared OMol25 entry of this formula, charge and spin): 28.17 kcal per mole
* 2S+1: 3
* Kohn-Sham gap (spin up / spin down): 7.11 / 7.03 eV
* highest occupied orbital energy (spin up / spin down): -0.2324 / -0.3770 hartree

Element x y z (Å)
C -0.991 1.192 -0.123
C -0.595 0.153 0.557
C -1.144 -0.333 1.795
C 0.923 -0.550 -1.908
O 1.683 -1.602 0.609
P 1.069 -0.428 -0.063
Cl 2.322 1.196 0.127
H -0.237 1.679 -0.798
H -1.895 1.839 0.217
H -1.811 -1.286 1.762
H -0.314 -0.755 2.345
H -1.601 0.464 2.256
H 1.533 0.176 -2.306
H 1.177 -1.490 -2.438
H -0.119 -0.255 -2.032



Entry from the Open Molecules 2025 dataset: the ion C6H8N with charge +1 (ωB97M-V/def2-TZVPD).

Output
* relative energy (zero: lowest compared OMol25 entry of this formula, charge and spin): 142.02 kcal per mole
* charge: +1
* Kohn-Sham gap: 8.54 eV
* highest occupied orbital energy: -0.4990 hartree
* SMILES string: C=[N+]1C[C@H]1C1=CC1

Element x y z (Å)
C -1.118 -0.107 -1.688
N -0.295 -0.791 -1.075
C 0.995 -1.153 -0.779
C -0.023 -1.091 0.304
C 0.076 0.019 1.175
C 0.311 0.603 2.312
C -0.180 1.547 1.237
H -2.086 0.186 -1.126
H -0.779 0.298 -2.606
H 1.740 -0.337 -1.062
H 1.196 -2.171 -1.105
H -0.305 -2.109 0.726
H 0.503 0.381 3.304
H -1.164 1.845 1.245
H 0.580 2.212 0.895



Entry from the Open Molecules 2025 dataset: a structure of composition C3H4BrN (ωB97M-V/def2-TZVPD).

Output
* relative energy (zero: lowest compared OMol25 entry of this formula, charge and spin): 37.36 kcal per mole
* Kohn-Sham gap: 10.88 eV
* highest occupied orbital energy: -0.3755 hartree

Element x y z (Å)
C -0.751 -0.930 -0.102
C 0.438 0.256 0.810
C 0.170 0.130 -0.723
N -0.378 -0.874 1.103
Br -0.548 1.742 -1.601
H -1.525 -1.376 -0.549
H 1.561 0.235 1.089
H -0.072 1.121 1.240
H 1.104 -0.304 -1.266



Entry from the Open Molecules 2025 dataset: a structure of composition C46H50Cl3FeN7O4P2S (ωB97M-V/def2-TZVPD).

Output
* relative energy (zero: lowest compared OMol25 entry of this formula, charge and spin): 0.00 kcal per mole
* charge: +1
* 2S+1: 6
* Kohn-Sham gap (spin up / spin down): 7.20 / 5.98 eV
* highest occupied orbital energy (spin up / spin down): -0.3790 / -0.3771 hartree

Element x y z (Å)
Fe -0.051 0.958 0.620
C 1.639 2.330 -2.019
P 0.760 3.203 -0.679
C -0.509 4.044 -1.718
N -0.155 5.001 -2.537
C -1.097 5.478 -3.386
C -0.764 6.521 -4.284
C -1.708 6.988 -5.150
C -3.016 6.440 -5.165
C -3.361 5.431 -4.317
C -2.402 4.929 -3.404
N -2.746 3.937 -2.549
C -1.829 3.524 -1.709
P -2.230 2.209 -0.501
C -3.526 1.287 -1.364
C -3.100 3.156 0.869
C -2.058 3.944 1.660
C -4.136 4.131 0.302
C -3.806 2.149 1.780
C 1.940 4.541 -0.090
C 2.846 3.957 0.996
C 1.114 5.676 0.522
C 2.814 5.066 -1.231
H 2.581 1.933 -1.646
H 1.821 3.022 -2.841
H 1.048 1.489 -2.383
H 0.240 6.921 -4.263
H -1.460 7.783 -5.839
H -3.745 6.833 -5.861
H -4.351 4.998 -4.311
H -4.291 1.981 -1.709
H -3.945 0.536 -0.701
H -3.088 0.790 -2.229
H -1.572 4.690 1.031
H -1.294 3.300 2.101
H -2.555 4.476 2.474
H -3.675 4.954 -0.240
H -4.693 4.555 1.142
H -4.854 3.646 -0.359
H -3.120 1.400 2.175
H -4.616 1.633 1.262
H -4.244 2.686 2.624
H 2.269 3.524 1.815
H 3.463 4.765 1.396
H 3.511 3.189 0.601
H 0.541 5.333 1.384
H 0.436 6.129 -0.201
H 1.795 6.455 0.870
H 3.493 4.299 -1.602
H 3.425 5.881 -0.834
H 2.225 5.452 -2.058
C -0.796 0.340 4.776
C -1.092 0.227 3.309
O -0.491 1.045 2.567
C -2.020 -0.756 2.821
C -2.650 -1.639 3.732
C -3.535 -2.592 3.314
C -3.830 -2.695 1.942
C -3.251 -1.853 1.030
C -2.333 -0.855 1.436
O -1.840 -0.064 0.529
H -0.041 1.105 4.928
H -0.436 -0.613 5.164
H -1.697 0.608 5.331
H -2.428 -1.560 4.787
H -4.007 -3.253 4.026
H -4.526 -3.452 1.602
H -3.471 -1.926 -0.027
N 3.829 0.719 1.846
C 3.008 0.478 0.800
O 1.905 1.133 0.765
C 3.384 -0.424 -0.199
C 4.669 -1.018 -0.125
N 5.736 -1.423 0.037
C 2.466 -0.754 -1.223
N 1.706 -0.985 -2.061
H 4.733 0.280 1.904
H 3.575 1.427 2.509
Cl 6.042 -6.066 2.946
C 4.552 -5.917 2.076
C 3.392 -6.462 2.607
C 2.212 -6.332 1.898
C 2.162 -5.663 0.677
C 0.853 -5.560 -0.054
C -0.186 -4.710 0.684
N 0.271 -3.371 1.027
C 0.996 -2.989 2.131
C 1.156 -1.643 2.028
N 0.534 -1.196 0.880
C 0.049 -2.268 0.294
O 0.306 -6.862 -0.198
C -0.413 -7.046 -1.422
C 0.442 -6.779 -2.620
C 0.373 -5.660 -3.397
Cl -0.721 -4.343 -3.201
S 1.564 -5.614 -4.625
C 2.194 -7.120 -4.107
C 1.514 -7.621 -3.044
C 3.346 -5.143 0.171
Cl 3.364 -4.325 -1.362
C 4.545 -5.262 0.859
H 3.421 -6.984 3.552
H 1.305 -6.779 2.287
H 1.027 -5.119 -1.035
H -0.493 -5.227 1.593
H -1.065 -4.586 0.049
H 1.328 -3.696 2.870
H 1.676 -0.974 2.692
H -0.484 -2.282 -0.643
H -1.303 -6.410 -1.445
H -0.739 -8.085 -1.402
H 3.033 -7.554 -4.624
H 1.755 -8.556 -2.561
H 5.455 -4.846 0.451



Entry from the Open Molecules 2025 dataset: a structure of composition C10H9F6N5O4S3V (ωB97M-V/def2-TZVPD).

Output
* 2S+1: 2
* Kohn-Sham gap (spin up / spin down): 7.37 / 6.23 eV
* highest occupied orbital energy (spin up / spin down): -0.2945 / -0.2416 hartree

Element x y z (Å)
V 0.295 -0.093 0.666
C -2.139 3.104 -0.842
C -1.113 2.256 -0.169
N -1.199 0.952 -0.057
N -2.359 0.318 -0.418
C -2.601 -0.679 0.388
N -3.720 -1.412 0.180
S -1.594 -1.104 1.765
C 0.005 2.788 0.564
C 0.340 4.147 0.629
C 1.350 4.557 1.462
C 2.034 3.607 2.233
C 1.687 2.288 2.098
N 0.701 1.864 1.287
H -2.834 2.473 -1.387
H -1.667 3.798 -1.539
H -2.705 3.691 -0.114
H -4.211 -1.282 -0.689
H -3.814 -2.286 0.662
H -0.208 4.858 0.027
H 1.614 5.604 1.524
H 2.826 3.891 2.909
H 2.210 1.519 2.653
F 5.064 -1.148 0.594
C 4.037 -0.319 0.560
F 3.246 -0.564 1.625
F 4.467 0.934 0.639
S 3.029 -0.537 -0.963
O 1.882 0.350 -0.705
O 3.844 -0.197 -2.074
N 2.693 -2.057 -0.807
S 1.263 -2.699 -0.972
O 0.182 -1.741 -0.719
O 1.115 -3.552 -2.095
C 1.253 -3.749 0.542
F 0.103 -4.397 0.623
F 2.254 -4.616 0.524
F 1.387 -2.956 1.614



Entry from the Open Molecules 2025 dataset: the molecule C3H4O3 (ωB97M-V/def2-TZVPD).

Output
* relative energy (zero: lowest compared OMol25 entry of this formula, charge and spin): 42.21 kcal per mole
* Kohn-Sham gap: 10.34 eV
* highest occupied orbital energy: -0.3565 hartree
* SMILES string: C=COC(=O)O

Element x y z (Å)
C -0.665 -0.001 1.198
C -0.584 -1.011 0.342
O 0.382 -1.034 -0.637
C 0.917 0.217 -0.727
O 2.053 0.473 -0.468
O -0.005 1.110 -1.161
H -1.508 0.114 1.857
H 0.138 0.731 1.277
H -1.196 -1.901 0.319
H 0.469 1.301 -2.000



Entry from the Open Molecules 2025 dataset: a structure of composition C37H42CrN8OS (ωB97M-V/def2-TZVPD).

Output
* charge: +1
* 2S+1: 4
* Kohn-Sham gap (spin up / spin down): 7.17 / 8.46 eV
* highest occupied orbital energy (spin up / spin down): -0.3904 / -0.3970 hartree

Element x y z (Å)
Cr -0.073 0.736 0.547
C 1.766 -1.081 2.177
N 0.902 0.054 2.426
C 0.018 0.136 3.586
C -0.884 1.249 3.262
N -1.155 1.675 2.010
C -1.982 2.796 2.142
C -2.757 3.500 1.236
C -3.595 4.494 1.728
C -3.818 4.646 3.071
C -3.082 3.946 4.051
C -2.213 3.017 3.514
N -1.487 2.017 4.220
C 2.277 -0.968 0.804
N 1.797 -0.027 -0.006
C 2.453 -0.173 -1.249
C 2.486 0.580 -2.377
C 3.352 0.191 -3.407
C 4.224 -0.857 -3.233
C 4.267 -1.665 -2.045
C 3.447 -1.218 -1.063
N 3.243 -1.673 0.244
H 1.151 -2.018 2.232
H 2.571 -1.111 2.974
H 1.445 0.878 2.343
H 0.618 0.452 4.481
H -0.549 -0.761 3.784
H -2.554 3.368 0.156
H -4.212 4.993 1.007
H -4.480 5.404 3.490
H -3.371 3.965 5.081
H -1.777 1.718 5.162
H 1.752 1.390 -2.608
H 3.384 0.831 -4.256
H 4.876 -1.127 -4.018
H 4.898 -2.541 -1.827
H 3.757 -2.419 0.660
C -2.808 -4.908 1.924
C -2.210 -3.530 2.092
N -0.948 -3.269 1.277
C 0.058 -4.422 1.203
C 0.791 -4.652 2.530
C -1.131 -2.590 0.069
S -1.801 -0.873 0.286
N -0.876 -3.118 -1.085
C -0.507 -2.461 -2.234
O 0.167 -1.415 -2.330
C -0.829 -3.234 -3.494
C -0.284 -2.802 -4.725
C -0.568 -3.502 -5.869
C -1.295 -4.677 -5.896
C -1.744 -5.168 -4.680
C -1.490 -4.481 -3.488
H -3.774 -4.895 2.379
H -2.130 -5.692 2.326
H -2.930 -5.205 0.899
H -1.953 -3.269 3.105
H -2.909 -2.712 1.775
H 0.791 -4.152 0.470
H -0.503 -5.374 0.922
H 1.270 -3.704 2.745
H 1.622 -5.344 2.400
H 0.176 -5.077 3.339
H 0.388 -1.938 -4.750
H -0.037 -3.137 -6.763
H -1.450 -5.177 -6.814
H -2.250 -6.116 -4.599
H -1.730 -4.927 -2.538
C 1.120 5.717 0.523
N 1.258 4.374 1.048
C 2.177 4.381 2.189
C 1.699 3.446 -0.033
C 0.569 3.237 -1.029
C 0.313 4.125 -2.132
C -0.627 3.923 -3.090
C -1.481 2.808 -2.897
C -1.376 2.039 -1.779
C -0.311 2.211 -0.876
H 0.822 6.429 1.353
H 0.292 5.712 -0.176
H 1.988 6.113 -0.028
H 1.697 4.897 3.097
H 3.166 4.834 2.003
H 2.424 3.291 2.412
H 1.942 2.505 0.461
H 2.597 3.867 -0.500
H 0.894 5.054 -2.208
H -0.658 4.607 -3.918
H -2.305 2.665 -3.627
H -1.999 1.191 -1.566



Entry from the Open Molecules 2025 dataset: a structure of composition C8H5B3EuF14O5S (ωB97M-V/def2-TZVPD).

Output
* charge: +2
* 2S+1: 8
* Kohn-Sham gap (spin up / spin down): 6.13 / 6.31 eV
* highest occupied orbital energy (spin up / spin down): -0.5962 / -0.5962 hartree

Element x y z (Å)
O -3.884 -1.912 -0.754
S -3.520 -2.166 -2.085
O -2.743 -3.377 -2.328
F -4.989 -2.383 -2.865
B -2.699 -0.551 -2.808
O -3.243 0.594 -2.479
B -2.315 1.611 -2.094
O -1.034 1.447 -2.534
B -0.618 0.169 -2.751
C 0.601 -0.543 -2.177
C 1.526 0.344 -1.365
C 2.471 -0.447 -0.483
F 3.657 0.165 -0.407
F 2.692 -1.671 -1.027
C 1.880 -0.705 0.945
F 0.528 -0.568 0.848
F 2.118 -1.958 1.323
C 2.421 0.251 2.031
F 2.460 1.498 1.542
F 3.664 -0.149 2.269
C 1.634 0.239 3.392
F 0.945 -0.897 3.504
F 2.543 0.280 4.358
C 0.673 1.436 3.691
F 1.375 2.556 3.756
F 0.155 1.174 4.890
C -0.552 1.681 2.776
F -1.299 0.602 2.687
F -1.265 2.638 3.283
F -0.198 2.043 1.552
O -1.588 -0.647 -3.571
H -2.623 2.460 -1.347
H 0.225 -1.380 -1.586
H 1.137 -1.010 -3.000
H 0.966 1.040 -0.759
H 2.140 0.945 -2.022
Eu -3.241 -2.809 -4.405



Entry from the Open Molecules 2025 dataset: a cluster of 6 separate species, C22H58O11PS2 in total (ωB97M-V/def2-TZVPD).

Output
* charge: +1
* Kohn-Sham gap: 5.82 eV
* highest occupied orbital energy: -0.3895 hartree

Element x y z (Å)
C -5.592 1.636 3.062
C -6.307 2.359 1.958
O -5.578 2.014 0.706
S -6.467 2.255 -0.577
P -4.922 1.567 -2.034
S -4.036 -0.004 -1.392
H -5.092 0.789 2.626
H -4.860 2.280 3.525
H -6.320 1.345 3.803
H -7.343 2.056 1.877
H -6.288 3.432 2.069
H -7.405 1.274 -0.583
H -4.116 2.713 -2.089
H -5.630 1.394 -3.232
C 0.987 1.295 3.980
O 0.763 1.718 2.644
C -0.520 1.367 2.159
C -1.469 2.546 2.151
O -1.800 2.962 3.470
C -1.113 4.143 3.863
H 1.919 1.745 4.316
H 0.180 1.614 4.643
H 1.088 0.206 4.025
H -0.946 0.545 2.741
H -0.386 1.019 1.129
H -2.405 2.238 1.667
H -1.048 3.376 1.576
H -1.500 5.012 3.319
H -0.040 4.059 3.695
H -1.292 4.288 4.926
C 4.137 6.029 -0.384
O 3.145 5.018 -0.442
C 3.028 4.276 0.762
C 1.821 4.702 1.562
O 1.963 6.021 2.069
C 1.232 6.986 1.339
H 4.038 6.640 -1.279
H 4.011 6.665 0.495
H 5.137 5.585 -0.371
H 3.935 4.369 1.366
H 2.911 3.224 0.485
H 1.716 4.035 2.418
H 0.914 4.617 0.953
H 0.155 6.865 1.513
H 1.436 6.920 0.267
H 1.533 7.969 1.695
C -0.644 -1.537 -1.122
O -1.450 -2.258 -0.208
C -2.231 -3.260 -0.846
C -1.638 -4.635 -0.648
O -0.406 -4.760 -1.334
C 0.723 -4.661 -0.478
H 0.041 -0.911 -0.551
H -0.061 -2.206 -1.758
H -1.268 -0.889 -1.749
H -2.341 -3.047 -1.915
H -3.227 -3.233 -0.390
H -2.323 -5.380 -1.066
H -1.516 -4.846 0.418
H 0.802 -5.550 0.154
H 0.675 -3.772 0.154
H 1.612 -4.599 -1.103
C -0.606 -2.968 -7.926
O -0.681 -3.855 -6.825
C 0.381 -3.690 -5.898
C -0.071 -2.943 -4.668
O -0.391 -1.586 -4.965
C -1.782 -1.363 -5.039
H -1.536 -3.057 -8.484
H -0.486 -1.931 -7.601
H 0.225 -3.240 -8.585
H 1.228 -3.180 -6.365
H 0.710 -4.690 -5.599
H 0.747 -2.929 -3.942
H -0.923 -3.450 -4.207
H -2.226 -1.420 -4.036
H -2.273 -2.082 -5.699
H -1.941 -0.359 -5.435
C 2.923 -4.311 3.304
O 2.905 -3.765 1.996
C 3.365 -2.424 1.947
C 4.776 -2.336 1.414
O 5.708 -2.910 2.313
C 6.150 -4.197 1.921
H 2.717 -5.376 3.220
H 3.896 -4.176 3.782
H 2.145 -3.851 3.923
H 3.302 -1.956 2.933
H 2.698 -1.878 1.269
H 5.044 -1.280 1.299
H 4.841 -2.811 0.430
H 6.801 -4.129 1.043
H 5.310 -4.861 1.700
H 6.722 -4.614 2.747



Entry from the Open Molecules 2025 dataset: the molecule C6H14NOP (ωB97M-V/def2-TZVPD).

Output
* relative energy (zero: lowest compared OMol25 entry of this formula, charge and spin): 93.31 kcal per mole
* Kohn-Sham gap (spin up / spin down): 7.18 / 7.18 eV
* highest occupied orbital energy (spin up / spin down): -0.2469 / -0.2470 hartree

Element x y z (Å)
C 0.040 -1.641 0.435
C -1.275 -0.891 -0.332
C 1.412 0.166 0.275
C -2.510 -0.824 0.550
C 1.947 1.402 0.942
C 1.846 -0.168 -1.085
N -0.747 0.367 -0.769
O 0.780 -0.643 1.105
P -1.077 1.824 -0.070
H -0.223 -2.387 1.088
H 0.542 -2.080 -0.349
H -1.460 -1.554 -1.334
H -2.270 -0.292 1.465
H -2.789 -1.907 0.729
H -3.175 -0.325 -0.069
H 1.843 1.328 2.039
H 1.434 2.278 0.516
H 2.969 1.572 0.724
H 1.737 0.916 -1.553
H 1.243 -0.989 -1.583
H 2.838 -0.590 -1.092
H -2.527 1.979 -0.407
H -0.577 2.460 -1.223



| no. | strongest force on any atom (eV/Å) |
| --- | --- |
| 1 | 2.60 |
| 2 | 12.61 |
| 3 | 3.84 |
| 4 | 3.94 |
| 5 | 0.99 |
| 6 | 0.64 |
| 7 | 1.93 |
| 8 | 3.14 |
| 9 | 6.99 |
| 10 | 2.71 |
| 11 | 3.30 |